[1]
A structure of composition C40H36ClN3NbSi2, computed with ωB97M-V/def2-TZVPD.

- ΔE to the lowest compared entry with this formula, charge and spin: 0.0 kcal/mol
- E_HOMO: -0.572 hartree
- Charge: +3
- Orbital gap: 4.12 eV

The geometry in XYZ format:
```
83
Properties=species:S:1:pos:R:3:mulliken_charge:R:1
C 2.946 -1.861 1.415 -0.567
C 2.130 -2.491 0.421 -0.238
C 2.033 -1.588 -0.690 -0.622
H 1.701 -3.484 0.467 0.613
C 2.814 -0.423 -0.413 -0.141
C 3.394 -0.602 0.882 -0.842
H 4.153 0.050 1.284 0.787
H 3.287 -2.338 2.324 0.634
H 1.587 -1.821 -1.646 1.183
H 2.984 0.405 -1.084 0.685
Nb 1.200 -0.599 1.090 -1.742
Si -1.118 -1.312 -1.637 -0.055
C -2.911 -1.953 -1.724 0.586
C -3.957 -1.095 -2.066 -0.201
H -3.766 -0.060 -2.356 0.391
C -5.285 -1.548 -2.026 -0.845
H -6.094 -0.848 -2.249 0.460
C -5.558 -2.879 -1.703 -0.645
H -6.596 -3.224 -1.648 0.436
C -4.501 -3.759 -1.449 -0.686
H -4.702 -4.809 -1.237 0.465
C -3.176 -3.293 -1.449 -0.304
H -2.352 -3.971 -1.230 0.429
C -1.305 -0.714 -3.518 1.221
C -1.596 -1.754 -4.425 -0.665
H -1.425 -2.791 -4.121 0.437
C -2.214 -1.499 -5.656 -0.755
H -2.539 -2.331 -6.283 0.465
C -2.431 -0.181 -6.079 -0.741
H -2.913 0.021 -7.036 0.429
C -2.011 0.863 -5.259 -0.950
H -2.112 1.901 -5.582 0.459
C -1.478 0.592 -3.993 -0.135
H -1.220 1.455 -3.375 0.029
H -0.310 -2.534 -1.632 -0.033
Si -1.616 2.773 -1.304 0.454
C 0.227 2.857 -1.799 0.941
C 0.965 1.800 -2.377 0.149
H 0.515 0.803 -2.501 0.539
C 2.257 1.976 -2.866 -1.177
H 2.765 1.144 -3.366 0.502
C 2.885 3.213 -2.745 -0.447
H 3.870 3.368 -3.197 0.467
C 2.224 4.256 -2.091 -0.852
H 2.703 5.228 -1.990 0.510
C 0.929 4.071 -1.587 -0.713
H 0.452 4.872 -1.019 0.413
C -1.959 1.147 -0.461 0.358
C -0.924 0.028 -0.408 1.416
H 0.136 0.408 -0.414 1.282
C -1.194 -1.129 0.464 -0.822
H -0.421 -1.915 0.714 1.104
C -2.411 -1.188 1.207 -0.957
H -2.603 -2.058 1.836 0.604
C -3.323 -0.166 1.114 -1.072
H -4.279 -0.232 1.635 0.537
C -3.081 0.976 0.330 -0.639
H -3.836 1.767 0.359 0.565
H -1.907 3.788 -0.411 -0.016
Cl 0.318 1.710 1.618 -0.183
C 4.581 3.998 3.759 -0.492
C 4.232 3.121 4.797 -0.743
C 3.503 1.964 4.527 -0.404
C 3.121 1.662 3.206 0.108
C 3.439 2.569 2.164 0.541
C 4.163 3.722 2.448 -0.914
N 2.453 0.454 2.965 0.663
N 2.545 -0.360 3.980 -0.779
C 1.463 -1.202 4.196 0.356
C 1.181 -1.546 5.528 -0.601
C 0.100 -2.363 5.799 -0.545
C -0.596 -2.871 4.693 -1.060
C -0.236 -2.533 3.398 -0.579
N 0.718 -1.610 3.124 0.477
H 5.176 4.893 3.961 0.421
H 4.537 3.327 5.821 0.419
H 3.256 1.259 5.319 0.453
H 3.107 2.339 1.153 0.316
H 4.410 4.408 1.636 0.438
H 1.844 -1.109 6.273 0.528
H -0.178 -2.622 6.824 0.468
H -1.438 -3.546 4.837 0.452
H -0.735 -2.976 2.534 0.976
```

---

[2]
A structure of composition C40H36N5O2ReS4Si, computed with ωB97M-V/def2-TZVPD.

- ΔE to the lowest compared entry with this formula, charge and spin: 17.7 kcal/mol
- E_HOMO (spin up / spin down): -0.393 / -0.389 hartree
- Spin multiplicity: 2
- Charge: +1
- Orbital gap (spin up / spin down): 6.25 / 6.14 eV

The geometry in XYZ format:
```
89
Properties=species:S:1:pos:R:3:mulliken_charge:R:1
Re -0.666 -0.693 -0.752 -0.368
N -4.576 -2.353 0.307 -0.351
C -3.553 -1.773 -0.321 0.610
S -1.922 -2.350 0.114 -0.461
N -3.768 -0.897 -1.257 -1.723
N -2.614 -0.373 -1.751 1.121
C -2.684 0.497 -2.701 0.658
C -3.949 0.971 -3.304 -0.668
C -4.856 1.680 -2.523 -0.157
C -6.030 2.150 -3.088 -0.786
C -6.310 1.899 -4.425 -0.427
C -5.411 1.181 -5.201 -0.772
C -4.227 0.722 -4.644 -0.004
C -1.383 1.031 -3.117 0.913
C -1.243 1.970 -4.128 -0.678
C 0.017 2.443 -4.452 -0.915
C 1.117 1.955 -3.763 -1.171
C 0.917 1.019 -2.770 -0.813
N -0.302 0.573 -2.434 0.738
H -4.421 -3.025 1.037 0.198
H -5.518 -2.103 0.054 0.248
H -4.639 1.860 -1.478 0.488
H -6.732 2.707 -2.482 0.410
H -7.231 2.261 -4.861 0.419
H -5.632 0.977 -6.240 0.408
H -3.528 0.154 -5.247 0.503
H -2.124 2.328 -4.639 0.575
H 0.137 3.181 -5.233 0.452
H 2.122 2.287 -3.983 0.587
H 1.748 0.603 -2.216 0.791
O -2.291 -1.076 4.630 -0.698
S -1.069 -0.443 4.240 1.154
O 0.177 -0.933 4.734 -0.593
N -1.033 -0.407 2.552 -0.093
C -1.138 0.798 2.135 1.026
S -1.251 1.183 0.436 -0.541
C -1.222 1.869 3.156 0.100
C -1.338 3.238 2.991 -0.400
C -1.421 4.027 4.132 -0.805
C -1.394 3.457 5.400 -0.541
C -1.278 2.080 5.567 -0.760
C -1.184 1.317 4.425 -0.008
H -1.354 3.681 2.003 0.510
H -1.510 5.100 4.033 0.435
H -1.465 4.094 6.271 0.436
H -1.256 1.630 6.550 0.510
C 0.726 -3.950 -1.411 -0.706
S 0.103 -2.510 -2.287 0.282
C 1.498 -2.109 -3.356 -0.553
H 0.920 -4.738 -2.136 0.538
H -0.058 -4.268 -0.727 0.378
H 1.620 -3.702 -0.851 -0.037
H 2.367 -1.804 -2.778 -0.064
H 1.179 -1.320 -4.032 0.281
H 1.723 -2.998 -3.942 0.549
C 2.222 3.323 2.961 -0.708
C 1.955 3.340 1.597 -1.123
C 1.753 2.147 0.919 0.192
C 1.821 0.909 1.569 1.075
C 2.096 0.918 2.938 -0.450
C 2.287 2.111 3.628 -0.926
Si 1.561 -0.727 0.639 0.721
C 3.115 -0.869 -0.481 1.207
C 3.724 -2.112 -0.697 -0.411
C 4.848 -2.252 -1.500 -0.745
C 5.411 -1.140 -2.109 -0.771
C 4.862 0.112 -1.873 -0.741
C 3.740 0.240 -1.062 -0.400
C 1.825 -2.147 1.855 0.830
C 3.088 -2.249 2.453 -0.161
C 3.374 -3.249 3.369 -0.835
C 2.403 -4.184 3.701 -0.766
C 1.149 -4.105 3.119 -0.629
C 0.867 -3.093 2.210 -0.354
H 2.376 4.251 3.496 0.435
H 1.898 4.282 1.066 0.484
H 1.510 2.195 -0.138 0.224
H 2.131 -0.013 3.488 0.275
H 2.485 2.085 4.693 0.488
H 3.348 -2.988 -0.184 0.106
H 5.295 -3.229 -1.634 0.480
H 6.291 -1.243 -2.731 0.412
H 5.322 0.995 -2.298 0.495
H 3.367 1.237 -0.860 0.366
H 3.863 -1.533 2.200 0.529
H 4.355 -3.298 3.824 0.443
H 2.623 -4.965 4.418 0.394
H 0.380 -4.820 3.384 0.444
H -0.133 -3.029 1.804 0.199
```

---

[3]
A structure of composition C40H37AsIrN7OS3Si, computed with ωB97M-V/def2-TZVPD.

- ΔE to the lowest compared entry with this formula, charge and spin: 31.0 kcal/mol
- E_HOMO (spin up / spin down): -0.371 / -0.369 hartree
- Spin multiplicity: 2
- Charge: +1
- Orbital gap (spin up / spin down): 7.19 / 4.41 eV

The geometry in XYZ format:
```
91
Properties=species:S:1:pos:R:3:mulliken_charge:R:1
Ir -1.249 0.115 -0.243 3.522
C -1.735 -4.492 -0.213 -1.186
Si -1.176 -3.111 0.913 0.765
C -2.678 -2.589 1.884 -1.005
C -0.002 -3.799 2.229 -1.342
N -0.438 -1.814 -0.071 -1.121
C 0.332 -2.347 -1.147 1.500
C 1.227 -3.390 -0.817 -0.469
C 1.952 -4.108 -1.745 -0.988
C 1.845 -3.809 -3.094 -0.911
C 1.037 -2.756 -3.469 -1.113
C 0.326 -2.016 -2.532 0.185
O -0.430 -0.939 -2.978 -0.257
C -0.039 -0.115 -4.009 0.395
C 1.288 0.187 -4.300 -0.291
C 1.572 1.156 -5.256 -0.877
C 0.549 1.817 -5.918 -0.676
C -0.771 1.492 -5.629 -0.574
C -1.070 0.528 -4.680 -0.818
H -2.069 -5.328 0.409 0.391
H -0.952 -4.861 -0.876 0.328
H -2.581 -4.181 -0.831 0.265
H -3.009 -3.508 2.381 0.481
H -3.509 -2.244 1.271 0.225
H -2.486 -1.852 2.663 0.163
H -0.458 -3.701 3.218 0.353
H 0.981 -3.334 2.286 0.368
H 0.166 -4.865 2.054 0.447
H 1.322 -3.642 0.231 0.270
H 2.601 -4.908 -1.410 0.486
H 2.382 -4.377 -3.841 0.438
H 0.933 -2.489 -4.514 0.562
H 2.097 -0.364 -3.833 0.874
H 2.604 1.381 -5.493 0.427
H 0.778 2.564 -6.666 0.431
H -1.577 1.988 -6.153 0.463
H -2.093 0.268 -4.443 0.414
C 3.474 1.966 -1.816 -1.339
C 2.143 2.593 -1.663 0.966
N 1.854 3.844 -1.809 -0.872
N 0.508 3.923 -1.579 0.364
C -0.048 2.751 -1.285 0.120
S -1.665 2.375 -0.931 -0.689
N 1.000 1.889 -1.322 1.037
N 0.865 0.503 -1.167 -0.624
H 4.204 2.745 -2.023 0.446
H 3.473 1.256 -2.644 0.178
H 3.759 1.439 -0.905 0.103
H 0.038 4.811 -1.642 0.180
H 1.525 0.183 -0.456 0.069
H 1.099 0.059 -2.049 0.078
S -2.756 -0.915 -1.737 -0.508
C -3.993 -0.318 -0.754 0.647
S -3.313 0.437 0.613 -0.498
C -5.366 -0.445 -1.016 0.661
C -5.821 -1.114 -2.184 -0.122
N -6.162 -1.652 -3.143 -0.397
C -6.320 0.098 -0.114 -0.155
N -7.048 0.561 0.649 -0.421
C -2.160 -0.576 5.798 -0.589
C -0.929 -1.089 5.417 -0.777
C -0.321 -0.644 4.251 0.016
C -0.957 0.313 3.472 0.731
C -2.190 0.837 3.855 -0.468
C -2.788 0.390 5.022 -0.857
As -0.169 0.886 1.825 1.017
C 0.234 2.765 1.972 0.293
C -0.657 3.824 2.042 -0.820
C -0.162 5.120 2.106 -0.851
C 1.210 5.345 2.088 -0.875
C 2.100 4.283 2.021 -0.591
C 1.615 2.981 1.970 0.579
C 2.445 1.754 1.915 0.634
C 3.835 1.713 1.898 -0.487
C 4.490 0.490 1.818 -1.091
C 3.772 -0.697 1.742 -1.089
C 2.382 -0.670 1.765 0.608
C 1.729 0.551 1.871 -1.387
H -2.632 -0.928 6.706 0.404
H -0.439 -1.835 6.029 0.458
H 0.640 -1.047 3.954 0.384
H -2.685 1.591 3.254 0.270
H -3.746 0.792 5.323 0.444
H -1.726 3.653 2.040 0.390
H -0.847 5.956 2.171 0.449
H 1.589 6.357 2.137 0.439
H 3.165 4.476 2.022 0.421
H 4.412 2.628 1.950 0.431
H 5.572 0.464 1.810 0.420
H 4.292 -1.643 1.670 0.537
H 1.808 -1.583 1.687 0.603
```

---

no.,DFT total energy (eV)
1,-76330.2551
2,-106954.4964
3,-158615.0073